Arrangement one

Entry from the Open Molecules 2025 dataset: a molecular structure, C12H18FO3Se4Ti (ωB97M-V with the def2-TZVPD basis set).

Structure (ORCA input):
```
! RIJCOSX wB97M-V def2-TZVPD def2/J DEFGRID3
* xyz 0 2
Ti 0.185 -1.096 -0.675
C -2.004 1.288 1.066
O -1.059 1.061 0.021
C -0.048 2.052 -0.033
C 0.986 1.778 1.035
O 1.375 0.409 0.907
C 2.789 0.244 1.041
C 3.569 0.822 -0.148
O 2.748 0.823 -1.287
C 3.476 1.204 -2.440
H -2.896 0.714 0.830
H -1.617 0.963 2.035
H -2.259 2.350 1.105
H -0.479 3.051 0.089
H 0.414 1.973 -1.016
H 0.575 1.926 2.038
H 1.837 2.446 0.896
H 2.940 -0.827 1.130
H 3.131 0.726 1.961
H 4.463 0.210 -0.310
H 3.889 1.855 0.049
H 4.260 0.471 -2.659
H 3.930 2.191 -2.305
H 2.772 1.241 -3.268
Se -0.274 -2.273 -2.870
Se -0.237 0.024 -2.956
Se 2.370 -2.559 -1.235
Se 1.196 -2.954 0.700
F -5.585 -2.017 1.418
C -4.322 -1.924 0.953
C -4.105 -1.409 -0.310
C -2.800 -1.286 -0.766
C -1.695 -1.656 0.017
C -1.979 -2.196 1.274
C -3.278 -2.342 1.749
H -4.945 -1.108 -0.923
H -2.669 -0.871 -1.756
H -1.178 -2.528 1.924
H -3.475 -2.779 2.718
*
```

Kohn-Sham gap (spin up / spin down), eV: 6.93 / 5.29
E_LUMO (spin up / spin down), eV: -0.230 / -1.642
<S²>: 0.7671
E_HOMO (spin up / spin down), eV: -7.1582 / -6.9365

Löwdin atomic charge list, values in e, 5 entries: 0.14 -0.05 -0.29 -0.20 -0.15


Arrangement two

Entry from the Open Molecules 2025 dataset: a molecular structure, C12H18FO3Se4Ti (ωB97M-V with the def2-TZVPD basis set).

Structure (ORCA input):
```
! RIJCOSX wB97M-V def2-TZVPD def2/J DEFGRID3
* xyz 0 2
Ti -0.870 0.825 0.107
C 1.157 1.365 -2.784
O 0.674 0.424 -1.836
C 1.053 -0.918 -2.175
C 2.309 -1.321 -1.442
O 2.031 -1.389 -0.057
C 2.855 -0.636 0.806
C 1.994 0.303 1.617
O 1.266 1.205 0.766
C 2.044 2.333 0.377
H 0.748 1.147 -3.774
H 0.825 2.353 -2.477
H 2.250 1.344 -2.833
H 0.225 -1.570 -1.904
H 1.201 -0.991 -3.257
H 2.644 -2.300 -1.801
H 3.112 -0.602 -1.642
H 3.386 -1.305 1.492
H 3.612 -0.087 0.236
H 1.244 -0.248 2.181
H 2.602 0.890 2.311
H 2.423 2.838 1.269
H 1.395 3.013 -0.166
H 2.879 2.026 -0.258
Se -1.471 -0.506 2.104
Se -1.314 1.755 2.547
Se -1.260 3.147 -0.916
Se -2.990 2.167 0.234
F -3.213 -3.340 -3.885
C -2.777 -2.455 -2.962
C -2.652 -1.125 -3.319
C -2.186 -0.231 -2.369
C -1.848 -0.626 -1.064
C -2.034 -1.976 -0.755
C -2.479 -2.902 -1.694
H -2.921 -0.812 -4.319
H -2.075 0.810 -2.659
H -1.819 -2.349 0.239
H -2.607 -3.948 -1.451
*
```

Kohn-Sham gap (spin up / spin down), eV: 6.77 / 6.18
E_LUMO (spin up / spin down), eV: -0.135 / -1.146
<S²>: 0.7596
E_HOMO (spin up / spin down), eV: -6.9100 / -7.3263

Löwdin atomic charge list, values in e, 5 entries: 0.09 -0.09 -0.29 -0.16 -0.17


Least stable structure among those shown: arrangement one.